[1]
11
Properties=species:S:1:pos:R:3 method="wB97M-V/def2-TZVPD" homo_lumo_gap_ev=7.288 total_charge=0 fmax_ev_per_a=4.7
C -0.349 -1.504 -0.317
C -0.383 -0.080 -0.122
C 0.867 0.533 0.489
C 0.950 1.860 0.353
H -2.724 -1.291 -0.585
H 1.738 -0.221 0.690
H 0.204 2.859 0.010
H 1.995 2.244 0.816
O -1.499 0.471 -0.336
S -1.796 -2.470 -0.301
S 0.997 -2.403 -0.697



[2]
12
Properties=species:S:1:pos:R:3 method="wB97M-V/def2-TZVPD" homo_lumo_gap_ev=7.514 total_charge=0 fmax_ev_per_a=4.2
C 1.786 0.236 -0.278
C 0.326 0.030 -0.280
C -0.160 -1.242 -0.435
C -2.272 0.269 0.545
H 3.102 1.535 -0.603
H 0.528 -2.077 -0.192
H -2.121 0.028 1.629
H -3.472 0.729 0.487
O 2.184 1.449 -0.528
S 2.829 -1.047 0.212
S -1.890 -1.230 -0.464
S -0.839 1.319 -0.093



[3]
10
Properties=species:S:1:pos:R:3 method="wB97M-V/def2-TZVPD" homo_lumo_gap_ev="9.458 / 6.132" total_charge=0 fmax_ev_per_a=4.1 spin_multiplicity=3
C -0.567 -1.450 0.213
C -0.086 -0.896 -1.001
C -0.448 -0.523 1.259
C 0.082 0.394 -0.585
O 0.002 0.637 0.706
Se 1.407 3.081 -1.322
H -0.651 -2.547 0.389
H -0.068 -1.329 -1.927
H -0.450 -0.430 2.299
H 0.779 3.063 -0.031



[4]
9
Properties=species:S:1:pos:R:3 method="wB97M-V/def2-TZVPD" homo_lumo_gap_ev=9.815 total_charge=0 fmax_ev_per_a=3.0
C -0.676 1.542 -1.182
C -0.566 0.569 -0.482
C 2.024 -1.389 0.728
C -0.724 -0.563 0.421
S 2.668 -0.042 0.239
H -0.557 2.401 -1.793
H 0.035 -0.376 1.297
H -0.473 -1.506 0.013
H -1.731 -0.636 0.759